No. 1
Formula: C5H6ClN
Source: the Open Molecules 2025 dataset
Level of theory: ωB97M-V with the def2-TZVPD basis set

## Properties
Maximum force, eV Å⁻¹: 5.181
ΔE to the lowest compared entry with this formula, charge and spin, kJ/mol: 450.04
E_tot, eV: -19289.955
SMILES string: C#C/C(=C\Cl)CN

```
13
Properties=species:S:1:pos:R:3:mulliken_charge:R:1
C -0.8755 -1.2676 -2.6844 -0.271
C -0.6548 -0.9257 -1.4772 -0.401
C -0.2397 -0.4066 -0.2041 0.261
C -0.9642 -0.5760 0.9810 -0.152
Cl -1.9313 -1.7928 1.5019 -0.159
C 0.8111 0.7096 0.0031 -0.319
N 0.8916 0.9822 1.4572 -0.685
H -1.4776 -1.6330 -3.6446 0.316
H -1.0053 0.3672 1.6748 0.292
H 0.6633 1.7479 -0.3764 0.291
H 1.7234 0.2753 -0.4567 0.306
H 1.2147 2.0205 1.6631 0.273
H 1.8442 0.4990 1.5625 0.248
```

No. 2
Formula: C4H9N
Source: the Open Molecules 2025 dataset
Level of theory: ωB97M-V with the def2-TZVPD basis set

## Properties
Maximum force, eV Å⁻¹: 3.726
ΔE to the lowest compared entry with this formula, charge and spin, kJ/mol: 212.58
E_tot, eV: -5781.609
SMILES string: C=CC.C=N

```
14
Properties=species:S:1:pos:R:3:mulliken_charge:R:1
C -1.7392 -1.7532 0.6878 -0.737
C -0.5790 -1.0326 0.6416 0.261
C 0.3499 -0.8949 1.7236 -0.960
H -2.5178 -1.7699 -0.1442 0.238
H -1.8834 -2.6516 1.3317 0.227
H -0.3715 -0.3817 -0.2073 0.150
H -0.0240 -1.5334 2.5531 0.284
H 1.2810 -1.3820 1.4580 0.277
H 0.4937 0.1433 2.0249 0.267
C 0.6025 2.1627 -1.9273 -0.228
N 1.6853 2.7825 -1.9589 -0.483
H -0.3003 2.7547 -1.5690 0.233
H 0.3875 1.1110 -2.2857 0.238
H 2.6152 2.4450 -2.3285 0.234
```

No. 3
Formula: C27H50P2V
Source: the Open Molecules 2025 dataset
Level of theory: ωB97M-V with the def2-TZVPD basis set

## Properties
Maximum force, eV Å⁻¹: 5.353
ΔE to the lowest compared entry with this formula, charge and spin, kJ/mol: 274.19
E_tot, eV: -73057.929
Multiplicity: 3
Net charge: +1

```
80
Properties=species:S:1:pos:R:3:mulliken_spin:R:1
V -0.0133 0.2625 -1.2689 1.934
C -1.0344 -1.4093 0.1165 0.009
C 0.2959 -1.7300 -0.3989 -0.099
C 0.5382 -0.1371 1.2661 -0.020
C -0.8565 -0.4343 1.1412 0.009
C 1.2620 -0.8992 0.3099 -0.022
C -2.2565 -2.2694 0.0486 -0.006
H -2.1164 -3.1221 -0.6206 -0.001
H -3.1207 -1.6750 -0.2777 0.000
H -2.4872 -2.6720 1.0393 -0.001
C -1.8602 -0.1253 2.1983 0.007
H -2.7534 -0.7566 2.0986 -0.001
H -2.1956 0.9201 2.1603 -0.003
H -1.4361 -0.2968 3.2037 -0.001
C 1.1731 0.5867 2.4035 0.004
H 0.9346 0.1055 3.3637 -0.001
H 0.8467 1.6352 2.4650 -0.003
H 2.2687 0.5900 2.3044 0.000
C 2.7322 -1.1147 0.3872 0.023
H 2.9902 -1.4593 1.3915 -0.002
H 3.2635 -0.1747 0.2115 -0.002
H 3.0664 -1.8772 -0.3190 -0.001
C 0.6812 -2.9198 -1.2134 0.003
H 1.1669 -3.6470 -0.5396 0.001
H 1.4037 -2.6760 -2.0097 -0.004
H -0.1947 -3.4240 -1.6617 0.001
C -1.3700 1.8345 -4.7011 0.008
C -1.9459 0.5051 -4.8603 0.082
C -1.3206 -0.3880 -5.9997 -0.007
C 0.2131 -0.3531 -6.1752 0.014
C 0.9728 -0.0510 -4.8562 -0.073
C 1.5775 1.2683 -4.7603 0.123
C 0.9928 2.4677 -5.4231 -0.021
C -0.5168 2.4352 -5.7528 0.001
H -1.7431 -0.0080 -6.9562 0.004
H 0.4773 0.3379 -6.9984 -0.002
H -1.6471 -1.4501 -5.9422 0.002
H -0.6815 1.9509 -6.7212 0.000
H -1.8972 2.5528 -4.0761 0.002
H -3.0323 0.3327 -4.9708 -0.007
H -0.8525 3.4775 -5.8343 0.001
H 1.2140 3.3385 -4.7746 -0.001
H 2.6477 1.3741 -4.5677 0.004
H 1.5194 2.7120 -6.3735 0.004
H 0.5273 -1.3339 -6.5970 0.000
H 1.5657 -0.9294 -4.6201 -0.012
P -2.0360 0.3131 -2.9806 0.049
C -3.5418 1.1452 -2.4856 0.033
C -1.9981 -1.4792 -3.1375 0.092
P 2.0158 1.0532 -2.1656 -0.113
C -0.3008 0.8633 -3.1032 0.144
C 3.2539 -0.1960 -2.6700 0.008
C 2.6164 2.7463 -2.3046 0.032
H -3.4784 1.8350 -1.6314 -0.007
H -4.2784 0.3688 -2.2233 -0.001
H -3.9842 1.7228 -3.3120 0.001
H -1.4512 -1.7693 -4.0449 0.002
H -3.0620 -1.7352 -3.2453 0.003
H -1.5544 -2.0047 -2.2909 -0.066
H 2.3086 3.1615 -3.2663 -0.010
H 3.7034 2.7357 -2.2191 -0.002
H 2.1937 3.3622 -1.5092 0.001
H 0.0706 1.9046 -3.1761 0.056
H 0.1756 0.0366 -3.8847 -0.058
H 4.0317 -0.2538 -1.8946 0.001
H 3.6942 0.1020 -3.6265 -0.001
H 2.7837 -1.1875 -2.7594 -0.016
C -1.0898 3.2260 1.7623 -0.003
C -1.4651 2.7152 0.3611 0.080
C -2.0937 3.8505 -0.4604 0.007
C -0.2131 2.1859 -0.4180 -0.157
H -0.2047 3.8912 1.6990 0.001
H -0.8832 2.4256 2.4616 -0.002
H -1.9270 3.8133 2.1974 0.000
H -2.1977 1.8839 0.4550 -0.006
H -1.3680 4.6867 -0.5540 -0.001
H -2.3733 3.5108 -1.4715 0.001
H -3.0000 4.2276 0.0329 -0.001
H 0.0209 2.8705 -1.2520 -0.022
H 0.6632 2.2092 0.2543 0.007
```